[1]
Below is a 2-piece molecular cluster, C5H7N3O3S overall at a distorted geometry, with properties calculated with ωB97M-V/def2-TZVPD.

```
! RIJCOSX wB97M-V def2-TZVPD def2/J DEFGRID3
* xyz 0 1
C 0.8215 -0.3937 -1.1872
C 0.3499 -0.1729 0.0698
C 2.3075 0.9126 0.2692
C -2.3965 1.1468 -0.9886
C -1.0720 -0.3220 0.4210
N 1.2405 0.6050 0.8487
N 3.2662 1.6612 0.8361
N -1.7422 -1.7055 -0.0720
O -1.7527 2.1006 -0.8537
O -3.1027 0.2996 -1.4066
O -1.3772 -0.4781 1.8144
S 2.3886 0.1572 -1.4114
H 0.3457 -1.0781 -1.8921
H 3.1764 2.1513 1.7373
H 4.0237 1.8703 0.0933
H -1.2864 -2.7048 -0.3478
H -2.3469 -1.8476 0.7145
H -2.2983 -1.3948 -0.8627
H -0.5451 -0.8070 2.2181
*
```

HOMO-LUMO gap	7.20	eV
LUMO level	0.398	eV
energy above the lowest of the compared OMol25 structures with the same formula, charge and spin	204.6	kJ/mol
max |F|	4.0	eV Å⁻¹
total energy	-982.8233	a.u.

Löwdin charges in e: number 1, C, carries -0.4788; number 2, C, carries -0.3601; number 3, C, carries -0.6847; number 4, C, carries -0.4657; number 5, C, carries -0.2883; number 6, N, carries 0.0827; number 7, N, carries 0.0690; number 8, N, carries 0.1405; number 9, O, carries 0.1837; number 10, O, carries 0.1075; number 11, O, carries -0.0762; number 12, S, carries 0.9645; number 13, H, carries 0.0695; number 14, H, carries 0.1199; number 15, H, carries 0.1328; number 16, H, carries 0.2009; number 17, H, carries 0.1099; number 18, H, carries 0.0807; number 19, H, carries 0.0921


[2]
Below is C26H17BF7InN9OS2 as an isolated structure at a distorted geometry, with properties calculated with ωB97M-V/def2-TZVPD.

```
! RIJCOSX wB97M-V def2-TZVPD def2/J DEFGRID3
* xyz 0 2
In -1.0075 0.5048 -0.0424
C 1.8693 0.3355 3.4969
C 0.6770 0.8072 2.9575
N 0.6559 0.5883 1.6516
N 1.8086 0.0061 1.3178
C 2.5591 -0.1705 2.4171
B 2.2777 -0.1063 -0.1471
N 1.4619 -1.1351 -0.9275
C 1.9113 -2.0113 -1.8320
C 0.8501 -2.7827 -2.2511
C -0.2410 -2.2891 -1.5487
N 0.1491 -1.2947 -0.7581
N 1.9974 1.2607 -0.8068
C 2.7660 2.1546 -1.4437
C 1.9714 3.2055 -1.8521
C 0.6928 2.8652 -1.4248
N 0.7342 1.6966 -0.8102
N 3.7108 -0.6002 -0.1126
C 4.9261 -0.0071 -0.0910
C 5.8756 -0.9723 0.1467
C 5.1349 -2.1553 0.2830
N 3.8514 -1.9157 0.1326
H 2.1772 0.3597 4.5222
H -0.1208 1.3231 3.4560
H 3.5135 -0.6532 2.3789
H 2.9397 -2.0571 -2.1254
H 0.8713 -3.5811 -2.9627
H -1.2535 -2.6381 -1.5804
H 3.8145 2.0047 -1.5972
H 2.2744 4.0853 -2.3788
H -0.2365 3.3928 -1.5335
H 5.0487 1.0476 -0.2128
H 6.9382 -0.8556 0.2154
H 5.4773 -3.1522 0.4857
S -2.2363 2.3695 1.2799
C -2.4824 1.1208 2.3920
N -2.0313 -0.0842 2.2013
C -2.1899 -0.8867 3.2859
C -1.7186 -2.1916 3.4111
C -1.9143 -2.8501 4.6058
C -2.5527 -2.2242 5.6782
C -3.0260 -0.9302 5.5714
C -2.8401 -0.2634 4.3738
S -3.2416 1.3838 3.9563
H -1.1927 -2.6380 2.5793
H -1.5693 -3.8665 4.7174
H -2.6632 -2.7481 6.6151
H -3.5134 -0.4440 6.4001
F -2.6225 2.0703 -7.0482
C -2.5717 1.8994 -5.7221
C -3.6773 2.2101 -4.9282
F -4.8055 2.6353 -5.5080
C -3.6112 2.0819 -3.5537
F -4.6840 2.3863 -2.8102
C -2.4308 1.6481 -2.8843
O -2.3299 1.6193 -1.6222
C -1.3760 1.2554 -3.7477
F -0.2964 0.6862 -3.1549
C -1.4198 1.3962 -5.1181
F -0.3601 1.0548 -5.8632
F -3.0877 -1.0300 -1.7631
C -2.9567 -0.7410 -0.4541
F -2.8070 -1.9267 0.1853
H -3.8678 -0.2530 -0.0978
*
```

HOMO-LUMO gap (spin up / spin down)	8.30 / 4.57	eV
LUMO level (spin up / spin down)	0.345 / -3.280	eV
max |F|	1.5	eV Å⁻¹
total energy	-3279.5146	a.u.
<S²>	0.772

Löwdin charges in e: number 1, In, carries 0.7431; number 2, C, carries -0.0247; number 3, C, carries -0.1140; number 4, N, carries 0.0014; number 5, N, carries 0.0285; number 6, C, carries -0.0433; number 7, B, carries -0.6555; number 8, N, carries 0.0213; number 9, C, carries -0.0453; number 10, C, carries -0.0187; number 11, C, carries -0.1085; number 12, N, carries 0.0113; number 13, N, carries 0.0521; number 14, C, carries -0.0395; number 15, C, carries -0.0249; number 16, C, carries -0.1104; number 17, N, carries -0.0204; number 18, N, carries -0.0186; number 19, C, carries -0.0819; number 20, C, carries -0.0591; number 21, C, carries -0.1459; number 22, N, carries 0.0579; number 23, H, carries 0.0974; number 24, H, carries 0.1072; number 25, H, carries 0.1181; number 26, H, carries 0.1264; number 27, H, carries 0.1004; number 28, H, carries 0.1057; number 29, H, carries 0.1098; number 30, H, carries 0.0989; number 31, H, carries 0.1230; number 32, H, carries 0.1041; number 33, H, carries 0.0894; number 34, H, carries 0.1027; number 35, S, carries 0.6912; number 36, C, carries -1.1446; number 37, N, carries -0.0673; number 38, C, carries -0.3176; number 39, C, carries -0.0084; number 40, C, carries -0.0829; number 41, C, carries -0.0928; number 42, C, carries -0.0953; number 43, C, carries -0.4617; number 44, S, carries 1.0410; number 45, H, carries 0.1160; number 46, H, carries 0.1017; number 47, H, carries 0.1002; number 48, H, carries 0.1057; number 49, F, carries 0.1235; number 50, C, carries -0.1267; number 51, C, carries -0.1357; number 52, F, carries 0.1222; number 53, C, carries -0.1106; number 54, F, carries 0.1230; number 55, C, carries -0.2932; number 56, O, carries -0.1172; number 57, C, carries -0.1079; number 58, F, carries 0.0882; number 59, C, carries -0.1356; number 60, F, carries 0.1200; number 61, F, carries 0.0340; number 62, C, carries -0.3093; number 63, F, carries 0.0213; number 64, H, carries 0.1313


[3]
Below is a 5-piece molecular cluster, C10H30O10 overall at a distorted geometry, with properties calculated with ωB97M-V/def2-TZVPD.

```
! RIJCOSX wB97M-V def2-TZVPD def2/J DEFGRID3
* xyz 0 1
O -0.8027 4.6868 6.0035
C -0.9388 3.6879 5.0146
C -1.8261 4.3278 3.8730
O -3.1198 4.5125 4.3156
H -1.3212 4.5981 6.8066
H 0.0756 3.4003 4.7383
H -1.3770 2.7222 5.2665
H -1.8669 3.7494 2.9500
H -1.4242 5.2794 3.5252
H -3.2041 5.2232 4.9554
O 1.3133 -1.3506 -0.6145
C 2.4796 -0.5973 -0.5717
C 2.3350 0.8455 -1.0062
O 2.3298 1.6563 0.1291
H 1.1310 -1.4328 -1.5534
H 2.9753 -0.5934 0.3991
H 3.2564 -0.9848 -1.2308
H 1.4790 1.0835 -1.6377
H 3.2647 1.1909 -1.4584
H 1.5691 1.4626 0.6816
O -6.0358 -2.0783 -0.9748
C -5.4422 -1.9368 -2.2484
C -6.4180 -1.2093 -3.2626
O -6.1813 0.2406 -3.1522
H -5.4934 -1.5163 -0.4166
H -4.5355 -1.3321 -2.2658
H -5.1887 -2.9790 -2.4422
H -7.4831 -1.2210 -3.0314
H -6.2410 -1.6580 -4.2401
H -6.5202 0.6774 -3.9371
O 5.8092 0.6887 6.6675
C 5.9018 2.0240 6.9292
C 6.4797 3.0112 5.7327
O 6.8995 4.2164 6.3658
H 5.2737 0.1551 7.2593
H 4.9629 2.3549 7.3731
H 6.6454 2.0532 7.7257
H 5.7567 3.2651 4.9575
H 7.3447 2.5105 5.2978
H 6.6326 4.1436 7.2851
O -0.8731 -6.7440 -9.3060
C -1.3699 -5.6210 -8.6732
C -0.5299 -4.9205 -7.4857
O -0.7642 -5.4492 -6.1705
H 0.0384 -6.5112 -9.4970
H -1.4060 -4.8667 -9.4592
H -2.4077 -5.7706 -8.3751
H -0.8822 -3.8977 -7.3525
H 0.5169 -4.6897 -7.6832
H -0.8171 -6.4071 -6.2060
*
```

HOMO-LUMO gap	10.33	eV
LUMO level	0.414	eV
energy above the lowest of the compared OMol25 structures with the same formula, charge and spin	327.4	kJ/mol
max |F|	3.2	eV Å⁻¹
total energy	-1151.2061	a.u.
SMILES	OCCO.OCCO.OCCO.OCCO.OCCO

Löwdin charges in e: number 1, O, carries -0.0701; number 2, C, carries -0.2257; number 3, C, carries -0.2647; number 4, O, carries -0.0598; number 5, H, carries 0.0877; number 6, H, carries 0.1074; number 7, H, carries 0.1124; number 8, H, carries 0.1130; number 9, H, carries 0.1120; number 10, H, carries 0.0880; number 11, O, carries -0.0415; number 12, C, carries -0.2806; number 13, C, carries -0.2597; number 14, O, carries -0.0761; number 15, H, carries 0.0899; number 16, H, carries 0.1281; number 17, H, carries 0.1104; number 18, H, carries 0.1219; number 19, H, carries 0.1196; number 20, H, carries 0.0880; number 21, O, carries -0.0713; number 22, C, carries -0.2330; number 23, C, carries -0.1838; number 24, O, carries -0.1029; number 25, H, carries 0.0825; number 26, H, carries 0.1148; number 27, H, carries 0.1117; number 28, H, carries 0.1103; number 29, H, carries 0.1025; number 30, H, carries 0.0693; number 31, O, carries -0.0643; number 32, C, carries -0.2619; number 33, C, carries -0.1787; number 34, O, carries -0.0866; number 35, H, carries 0.0953; number 36, H, carries 0.1132; number 37, H, carries 0.1060; number 38, H, carries 0.1059; number 39, H, carries 0.1071; number 40, H, carries 0.0640; number 41, O, carries -0.0556; number 42, C, carries -0.2541; number 43, C, carries -0.2063; number 44, O, carries -0.0834; number 45, H, carries 0.0882; number 46, H, carries 0.1038; number 47, H, carries 0.1200; number 48, H, carries 0.1048; number 49, H, carries 0.1043; number 50, H, carries 0.0783